Below is 13 unconnected molecules or ions with the total composition C41H110N20O13 in a non-equilibrium geometry, with properties calculated with ωB97M-V with the def2-TZVPD basis set.

## Properties
Frontier orbital gap ... 8.2 eV
LUMO ... 0.000 eV
HOMO ... -8.1792 eV
Energy relative to the best compared isomer or geometry (same formula, charge and spin) ... 189.7 kJ/mol
Energy ... -100722.1720 eV

Structure (XYZ):
```
184
Properties=species:S:1:pos:R:3:forces:R:3
C -18.472839 20.252432 3.080322 -0.2281 -0.2510 0.4763
C -17.646529 19.948785 4.338829 -0.4588 -0.8045 -0.2456
C -16.300892 20.631586 4.207792 0.7867 1.6991 1.1104
C -16.384163 22.124294 4.633148 0.4803 -0.9266 0.0019
C -16.894511 22.142643 6.063795 -0.2455 0.5468 0.0282
C -18.292156 21.551398 6.235123 -0.4562 0.4774 0.6891
N -18.343877 20.261706 5.587889 1.4100 0.2923 1.0999
O -19.565293 19.591214 5.811777 0.3370 0.3037 -0.5745
C -18.502373 21.450596 7.769368 0.4385 -0.6555 -0.0868
C -19.377082 22.506368 5.748036 0.1455 0.2789 -0.4193
C -17.324590 18.434447 4.399095 -0.4780 0.2026 -1.0193
H -19.503604 19.903582 3.182362 0.1477 -0.4741 -0.0771
H -17.936320 19.735535 2.283650 -0.4102 0.3094 -0.4668
H -18.598962 21.319840 2.898587 0.5214 0.0635 -0.1768
H -15.570767 20.123179 4.847006 -0.0757 0.0816 0.2531
H -15.853746 20.581440 3.216107 -0.5833 -0.3144 -0.2583
H -16.965161 22.661499 3.881930 -0.3629 0.1172 0.3299
H -15.399621 22.594646 4.614595 0.0870 -0.1942 -0.1136
H -16.951957 23.133658 6.524614 0.0028 0.2412 -0.4216
H -16.168759 21.641711 6.711627 -0.0947 -0.4075 -0.2271
H -17.795288 20.705391 8.145793 -0.0537 0.1674 0.0757
H -18.277129 22.417805 8.222469 0.0839 -0.0049 -0.0008
H -19.486030 21.167840 8.145809 -0.1136 -0.0293 -0.4781
H -19.302708 23.469679 6.246118 0.0490 -0.1359 0.3360
H -19.306011 22.770244 4.689430 -0.1058 -0.4661 -0.1331
H -20.334138 22.046310 5.992752 -0.1748 0.2540 -0.2769
H -16.472165 18.236986 3.742208 -0.1255 -0.0622 -0.2097
H -18.215171 17.949127 3.986190 0.1605 -0.6130 0.3706
H -17.023568 18.081053 5.383643 -0.2787 0.1705 0.1565
H -19.296767 18.805183 6.306041 -0.4566 -0.1941 -0.1275
C -11.508373 19.882693 11.037545 -0.8674 -0.2366 -1.2000
C -12.916224 19.201603 11.096900 1.5023 -1.0198 0.2658
C -13.352569 19.129826 12.569420 0.4282 0.2616 0.3047
C -13.910177 20.447251 13.103298 0.5056 -0.1281 -1.1314
C -14.958626 20.948339 12.100731 -1.5443 -0.8452 1.6936
C -14.604293 21.079786 10.633520 1.2289 -0.8359 -0.2509
N -13.979077 19.746965 10.259220 -1.3263 0.0567 1.1412
O -13.655902 19.706038 8.895531 0.3135 0.3128 -0.1056
C -15.846458 21.232850 9.755031 -0.0614 -0.4715 0.3053
C -13.601834 22.207771 10.378039 -0.1783 0.6599 -0.0824
C -12.678742 17.736649 10.700424 -1.4621 -1.4258 -0.5380
H -11.554763 20.847661 11.534867 0.5514 0.0113 -0.0358
H -11.246222 19.961440 9.977791 -0.1453 0.6151 -0.0142
H -10.729937 19.201072 11.376218 -0.1653 0.1931 0.7697
H -13.998378 18.262337 12.716168 -0.5181 0.3485 -0.0533
H -12.463655 18.885437 13.159303 0.1135 -0.0826 -0.1327
H -13.069646 21.139365 13.202632 -0.0965 0.1552 0.1448
H -14.339148 20.271407 14.088687 -0.1378 0.2763 0.0011
H -15.526483 21.774051 12.542102 0.4657 0.6511 -0.5145
H -15.723263 20.166642 12.220707 -0.0972 -0.1474 -0.6341
H -16.422917 22.140183 9.938995 0.3754 0.1971 0.0314
H -15.542879 21.171351 8.710592 -0.0762 0.2469 0.0424
H -16.551548 20.416956 9.938226 0.1846 -0.1619 0.0603
H -12.816722 21.896184 9.691331 -0.0266 -0.0458 -0.0090
H -14.094412 23.086029 9.952904 0.1734 -0.4011 0.0800
H -13.147583 22.561465 11.306193 0.1632 -0.1805 0.0260
H -13.519963 17.122673 11.056706 -0.0476 0.2065 0.4476
H -11.803271 17.241061 11.117279 0.2340 0.4531 0.0241
H -12.778733 17.460527 9.646405 0.7117 0.7892 -0.2498
H -14.287043 19.064961 8.543403 0.2559 -0.2187 -0.2757
C -23.377268 20.465703 8.113918 -0.0622 -1.5780 1.4436
O -24.092363 19.466834 8.067223 0.2240 0.6986 -0.6586
N -23.736067 21.630300 8.710958 -0.0684 0.6779 -0.2967
N -22.036593 20.430395 7.811245 -0.9542 0.2919 -0.0370
H -23.013933 22.302399 8.886860 0.0189 0.4883 0.1361
H -24.685133 21.870383 8.922162 -0.0664 -0.3513 -0.0469
H -21.536072 21.298593 7.893052 0.5651 -0.3364 -0.2204
H -21.688192 19.548712 7.487275 0.4094 0.2661 -0.1771
C -19.312057 14.823816 2.323313 -1.6762 -0.1789 -1.2869
O -20.273075 14.207071 1.879761 0.5418 0.4185 0.4412
N -18.873758 14.703544 3.597555 0.6368 -0.0853 0.5535
N -18.628871 15.758220 1.600414 0.9372 0.3127 -0.0219
H -19.457524 14.239793 4.265448 0.1370 -0.2238 -0.0459
H -18.054654 15.215852 3.867630 -0.1909 0.0452 0.4728
H -17.726646 16.062483 1.917821 -0.1019 0.2475 0.0416
H -18.928274 16.116802 0.714512 -0.3177 -0.4371 -0.0728
C -15.653204 19.314638 0.236229 -0.4089 0.2670 -1.7545
O -15.786359 20.362915 -0.397916 -0.2263 -0.8614 0.7198
N -16.256514 18.136296 -0.131138 -0.7157 -0.3411 -0.2216
N -14.835423 19.187026 1.284214 0.4785 1.0723 0.7361
H -16.973637 18.120556 -0.833246 0.1124 0.3031 -0.0643
H -16.093514 17.272754 0.348933 0.1407 0.0217 0.0754
H -14.662887 18.308202 1.728718 0.2919 0.0191 0.0166
H -14.197760 19.980856 1.340163 0.3401 -0.6004 0.3205
C -22.808947 19.088941 4.091830 -2.7920 -1.6721 -0.0513
O -23.893829 18.868870 3.531533 1.1264 1.0721 -0.0641
N -22.301818 20.295232 4.409034 0.2773 -0.1237 -0.2673
N -22.118852 18.024313 4.579004 1.4172 -0.0041 0.3947
H -22.801147 21.095416 4.070888 0.2711 0.1648 0.1105
H -21.406364 20.289773 4.874050 -0.0239 0.6518 -0.0686
H -22.522511 17.109049 4.540439 -0.3654 0.1408 -0.1665
H -21.376786 18.184344 5.241178 0.0762 -0.1308 -0.1220
C -20.919406 24.738195 8.971627 0.7983 -1.5488 1.2729
O -21.407736 23.606802 9.071450 -0.3933 0.5272 -0.6974
N -20.306529 25.216994 7.873958 0.1803 0.4307 -0.9652
N -20.756605 25.505421 10.085473 0.0925 0.9499 0.0362
H -19.707826 26.021491 7.899987 -0.1000 0.1325 0.2271
H -20.407433 24.779679 6.966139 -0.4818 -0.1520 0.3339
H -21.070328 25.215388 10.991322 -0.1993 -0.3321 -0.1562
H -20.437126 26.453618 9.999576 -0.0522 0.0120 0.0617
C -12.474569 21.449585 2.379333 -0.5494 -0.4411 -1.1018
O -12.465277 20.888843 1.279746 -0.0610 0.6058 0.5013
N -11.695854 20.984366 3.387428 0.1052 0.0311 -0.2360
N -13.292435 22.492504 2.702272 0.5484 -0.3922 0.6302
H -10.997553 20.343727 3.053433 0.0832 -0.1046 0.5462
H -11.742220 21.337624 4.323644 0.2972 -0.1224 0.0680
H -13.857727 22.965146 2.023000 0.0592 -0.0688 -0.1246
H -13.072443 22.907148 3.589457 -0.4650 0.5602 -0.1289
C -15.126281 16.182383 7.301965 1.2565 2.2458 0.1479
O -14.453702 17.230615 7.259399 -0.4956 -0.9833 0.0923
N -15.589419 15.589900 6.180827 -0.3358 -0.4756 -0.3774
N -15.441605 15.551903 8.446420 -0.6128 -0.9479 0.4811
H -15.277141 15.941514 5.295527 -0.1684 0.0942 0.0283
H -16.352529 14.941984 6.273983 0.1240 -0.2236 -0.3171
H -16.202220 14.870506 8.386617 0.5974 0.6436 0.2833
H -15.240300 15.984198 9.330939 0.0663 0.2079 -0.1590
C -16.349325 25.356187 4.644010 0.4542 -0.7941 0.7135
C -16.693816 26.622858 5.416774 -0.6709 -0.2171 -1.9190
C -15.510775 27.514741 5.751927 -0.3242 -0.5780 -0.6982
O -14.689041 26.853398 6.693923 -0.1712 0.4794 -0.0407
C -13.738920 27.692767 7.319831 -0.5626 0.0368 1.2194
N -17.680471 27.350593 4.593655 -0.9316 0.7301 0.5893
H -15.852661 24.621268 5.284570 0.1870 0.1563 -0.1210
H -15.731255 25.523517 3.759541 0.0893 0.3003 0.0775
H -17.262343 24.876380 4.288506 -0.0930 0.0889 0.0757
H -17.280446 26.338809 6.294652 0.4243 0.0903 0.3584
H -15.929263 28.497484 5.990410 0.3127 0.0152 0.8011
H -14.934233 27.658198 4.829760 0.0582 0.0899 -0.1264
H -13.421033 28.548987 6.724500 0.3362 -0.3390 -0.3624
H -12.948353 27.073470 7.740035 0.3656 0.0638 -0.6377
H -14.166205 28.122014 8.236563 -0.2926 0.2390 -0.1494
H -17.480908 27.560497 3.622221 0.8802 -0.1764 0.1316
H -18.496074 26.749563 4.506601 0.4262 0.1947 -0.0442
C -20.995257 27.729160 3.842142 -0.1525 0.0983 0.1034
C -20.730141 26.321746 4.350995 -0.8362 -0.5553 -1.1771
C -22.030049 25.616042 4.806801 1.1887 0.9801 0.7600
O -21.746948 24.409388 5.492631 -0.1926 0.2016 -0.3171
C -22.932686 23.701763 5.846149 0.8799 -1.1069 0.6634
N -20.035892 25.544470 3.313742 0.4381 -1.1198 0.6959
H -21.696831 28.241422 4.502968 0.0329 0.1119 -0.0591
H -21.399197 27.737135 2.828772 -0.1162 -0.1344 0.0316
H -20.062854 28.291564 3.824034 -0.0098 0.0271 0.0132
H -20.035571 26.429162 5.185965 -0.2681 -0.3159 0.3200
H -22.641082 25.400013 3.927764 -0.3322 0.2887 0.0937
H -22.445180 26.333853 5.523404 -0.8332 -0.1556 -0.2004
H -22.605330 22.671549 6.019195 -0.1701 -0.1974 -0.7535
H -23.682414 23.793392 5.063548 -0.1624 -0.1328 0.1108
H -23.313867 23.873603 6.858140 -0.1678 1.1254 -0.2072
H -19.972485 24.612461 3.729889 0.5008 0.0272 -0.0963
H -20.585069 25.321119 2.487976 -0.3556 0.7704 -0.0068
C -18.823174 17.206618 8.639643 -1.1857 -0.9815 0.0904
C -18.964518 16.428812 7.323526 0.7421 -0.6649 -1.3382
C -19.117815 14.905230 7.441637 0.6899 -0.0280 2.0301
O -17.863858 14.348954 7.861312 -0.2222 0.0187 -0.1913
C -17.917684 13.285655 8.783912 0.8532 -0.1746 0.5690
N -20.141402 16.891399 6.545734 0.7810 0.7431 1.6396
H -18.083195 16.751130 9.296245 0.1427 0.0086 -0.1660
H -19.790046 17.121965 9.150028 0.0469 0.2374 0.2542
H -18.595427 18.263357 8.515518 0.0714 -0.0286 -0.2667
H -17.992238 16.588716 6.848856 -0.3008 0.1917 -0.8110
H -19.442911 14.325778 6.576597 -0.1967 0.5870 -0.3372
H -19.837327 14.760598 8.258024 -0.2075 -0.3371 -0.1540
H -18.623702 13.493828 9.590561 -0.4326 -0.3444 -0.3131
H -16.953565 13.236229 9.304031 0.0980 0.1875 -0.1616
H -17.984518 12.306542 8.304012 -0.7124 0.0686 0.0102
H -20.843270 16.847209 7.281434 -0.7165 0.1363 -0.6454
H -20.409740 16.302163 5.769698 0.1949 -0.2046 0.0268
C -12.797608 26.788371 12.140081 -0.7079 0.8800 1.0149
C -13.211155 25.756597 11.099690 0.5010 0.2504 0.9084
C -14.589784 25.952320 10.468860 1.0322 0.8842 0.8085
O -14.866880 24.860422 9.623224 -0.7814 0.4947 0.5154
C -16.224967 24.851058 9.255699 -0.5317 0.8405 -1.0651
N -12.174762 25.839007 10.074330 -0.5900 -0.8204 -0.7658
H -13.368360 26.739157 13.075778 -0.3014 -0.1337 -0.2180
H -12.877973 27.820790 11.790026 -0.1317 -0.0873 -0.2858
H -11.769392 26.712212 12.499069 0.1388 -0.4882 -0.4943
H -13.255739 24.803730 11.646795 0.1323 -0.1844 -0.3856
H -14.564776 26.911018 9.937536 -0.1377 -0.1128 -0.4126
H -15.317476 26.105754 11.272619 -0.2320 -0.4820 0.0068
H -16.983054 24.698716 10.032117 0.5355 -0.4318 0.5210
H -16.372587 24.130720 8.454247 0.1122 -0.1869 0.1223
H -16.498144 25.832228 8.842035 0.1453 0.0299 -0.2053
H -11.368857 25.300583 10.372010 0.0851 0.0800 -0.0552
H -12.561164 25.349494 9.266506 0.4231 -0.0292 -0.0780
```
Forces are in eV/Å.

Here are the Löwdin charges for atoms 1 to 99, given in e:
1 C -0.001
2 C -0.493
3 C -0.133
4 C -0.169
5 C -0.133
6 C -0.487
7 N -0.082
8 O -0.040
9 C -0.015
10 C -0.014
11 C -0.030
12 H 0.075
13 H 0.081
14 H 0.077
15 H 0.125
16 H 0.097
17 H 0.100
18 H 0.084
19 H 0.094
20 H 0.115
21 H 0.060
22 H 0.078
23 H 0.065
24 H 0.060
25 H 0.075
26 H 0.064
27 H 0.067
28 H 0.074
29 H 0.069
30 H 0.051
31 C -0.028
32 C -0.499
33 C -0.154
34 C -0.172
35 C -0.144
36 C -0.461
37 N -0.097
38 O -0.030
39 C -0.035
40 C -0.012
41 C -0.049
42 H 0.064
43 H 0.082
44 H 0.076
45 H 0.109
46 H 0.121
47 H 0.099
48 H 0.111
49 H 0.122
50 H 0.118
51 H 0.075
52 H 0.068
53 H 0.082
54 H 0.084
55 H 0.057
56 H 0.071
57 H 0.067
58 H 0.084
59 H 0.072
60 H 0.070
61 C -0.670
62 O 0.009
63 N 0.162
64 N 0.165
65 H 0.039
66 H 0.106
67 H 0.050
68 H 0.079
69 C -0.683
70 O 0.033
71 N 0.156
72 N 0.154
73 H 0.088
74 H 0.078
75 H 0.070
76 H 0.103
77 C -0.696
78 O 0.018
79 N 0.144
80 N 0.163
81 H 0.099
82 H 0.072
83 H 0.098
84 H 0.068
85 C -0.677
86 O -0.005
87 N 0.178
88 N 0.154
89 H 0.102
90 H 0.052
91 H 0.101
92 H 0.028
93 C -0.644
94 O 0.000
95 N 0.185
96 N 0.156
97 H 0.100
98 H 0.058
99 H 0.106